1.
A structure of composition C51H27Cl4N5O4Re, computed with the ωB97M-V functional and the def2-TZVPD basis.

Geometry (Å):
Re: -0.23911 -0.01764 -0.27582
Cl: -5.97655 -7.31746 0.56357
C: -4.74422 -6.10379 0.40984
C: -5.04523 -4.78520 0.71038
C: -4.05671 -3.82192 0.58833
C: -2.77612 -4.17412 0.16436
C: -2.49808 -5.50221 -0.13530
C: -3.47823 -6.47356 -0.01138
C: -1.75068 -3.10406 0.03124
C: -1.37252 -2.70497 -1.24702
C: -1.59864 -3.41023 -2.47341
C: -0.74917 -2.88445 -3.39555
C: -0.00459 -1.85361 -2.73518
C: 1.17869 -1.26558 -3.17291
C: 1.61386 -1.53399 -4.57072
C: 1.49145 -0.53186 -5.52812
C: 1.87030 -0.76007 -6.84006
C: 2.37682 -2.00119 -7.19017
Cl: 2.85153 -2.29556 -8.83400
C: 2.51184 -3.01129 -6.25255
C: 2.12737 -2.77092 -4.94313
C: 1.98918 -0.46319 -2.37935
N: 1.69795 0.06236 -1.13532
C: 2.60521 1.07632 -0.94846
C: 2.52994 2.11929 -0.01705
C: 3.54702 3.20689 -0.08159
C: 4.62675 3.20868 0.79433
C: 5.58106 4.21140 0.73964
C: 5.44399 5.21660 -0.20266
Cl: 6.63574 6.47920 -0.27822
C: 4.37625 5.23294 -1.08504
C: 3.42746 4.22396 -1.02344
C: 1.59507 2.15491 1.00306
C: 1.62663 3.02966 2.14618
C: 0.82925 2.47183 3.08742
C: 0.30833 1.25242 2.52598
N: 0.68004 1.16249 1.21579
C: -0.29163 0.21881 3.22371
C: -0.57579 -1.03195 2.65543
C: -1.16755 -2.10288 3.39881
C: -1.58883 -3.02170 2.50140
C: -1.25334 -2.53007 1.20131
N: -0.51653 -1.36333 1.32424
C: -0.62964 0.44222 4.65557
C: 0.37179 0.49426 5.61895
C: 0.06310 0.70736 6.95233
C: -1.26180 0.87088 7.31937
Cl: -1.65669 1.13903 8.98845
C: -2.27685 0.82409 6.37741
C: -1.95403 0.60889 5.04719
C: 3.59919 1.04175 -1.98032
C: 3.21803 0.09449 -2.86278
N: -0.49574 -1.68396 -1.47348
H: -6.04065 -4.51739 1.03230
H: -4.27497 -2.78556 0.81232
H: -1.50503 -5.78166 -0.45766
H: -3.26498 -7.50829 -0.23567
H: -2.27249 -4.23888 -2.59541
H: -0.59589 -3.20480 -4.41115
H: 1.09400 0.43107 -5.23835
H: 1.77304 0.01374 -7.58676
H: 2.91429 -3.96956 -6.54545
H: 2.23148 -3.55154 -4.20232
H: 4.72467 2.41535 1.52282
H: 6.42310 4.21524 1.41574
H: 4.28955 6.02660 -1.81170
H: 2.58804 4.21798 -1.70619
H: 2.23131 3.91521 2.22447
H: 0.65356 2.80948 4.09267
H: -1.27328 -2.12508 4.46829
H: -2.11404 -3.93965 2.69367
H: 1.40324 0.36193 5.32234
H: 0.83913 0.74430 7.70210
H: -3.30379 0.95708 6.68251
H: -2.73865 0.57074 4.30342
H: 4.45225 1.69388 -2.02981
H: 3.70148 -0.18995 -3.77959
O: -4.18643 0.15299 1.34840
C: -3.18667 0.50868 0.75768
O: -2.35341 -0.27658 0.15390
C: -2.83217 1.97585 0.54464
C: -3.64077 3.09284 0.70277
C: -3.20502 4.28188 0.12326
C: -2.05174 4.30658 -0.66059
C: -1.32043 3.13346 -0.75445
N: -1.68379 2.06361 -0.08422
C: -0.26890 2.75449 -1.78798
O: 0.29352 3.58489 -2.47396
O: -0.16607 1.47113 -1.91927
H: -4.59036 3.00623 1.21129
H: -3.80779 5.17454 0.21451
H: -1.75089 5.17920 -1.21983

The total energy is -4453.5895 a.u. The spin multiplicity is 4. The value obtained for the gap between HOMO and LUMO (spin up / spin down) is 5.6 / 5.8 eV. The highest occupied orbital energy (spin up / spin down) is -0.268 / -0.279 Eh.

Here are the Löwdin charges for atoms 1 to 6, given in e: 1.87 0.67 -0.67 -0.08 0.00 -0.20



2.
A structure of composition C51H31Cl5N9NaO4S in a non-equilibrium geometry, computed with the ωB97M-V functional and the def2-TZVPD basis.

Geometry (Å):
Na: 0.23186 -3.02272 -0.66027
Cl: -2.31478 -2.79923 1.72450
C: -2.81978 -4.03339 0.58308
C: -1.86608 -4.55285 -0.27843
C: -2.36221 -5.44952 -1.21050
Cl: -1.24493 -6.11758 -2.39259
C: -3.69749 -5.84506 -1.28953
Cl: -4.24653 -6.97320 -2.49087
C: -4.60980 -5.31073 -0.38280
Cl: -6.28059 -5.77602 -0.44306
C: -4.16980 -4.38615 0.56199
Cl: -5.31119 -3.69342 1.67506
C: 0.18468 10.70722 5.76725
O: -0.70846 10.39114 4.71489
C: -0.66090 9.11669 4.22669
C: 0.21827 8.14154 4.68315
C: 0.19486 6.87529 4.11350
C: -0.68828 6.55986 3.09375
C: -1.57585 7.54354 2.65943
C: -1.56655 8.80849 3.21516
C: -0.65464 5.20167 2.52448
N: 0.16140 4.25788 2.91542
C: -0.15141 3.16267 2.13681
C: -1.16446 3.45785 1.27439
N: -1.49380 4.77338 1.53346
C: -1.75548 2.49797 0.39098
C: -2.82423 2.76717 -0.46908
C: -3.38340 1.74298 -1.18912
C: -2.85265 0.45884 -1.02636
N: -1.79861 0.19631 -0.27747
C: -1.23291 1.18931 0.43080
C: -0.07051 0.87410 1.29108
N: 0.46062 -0.36045 1.23002
C: 1.46554 -0.65555 2.03067
C: 2.00893 0.24233 2.96121
C: 1.49203 1.50735 3.01739
C: 0.43747 1.84922 2.16148
H: -0.01033 11.74188 6.03414
H: 1.22523 10.60709 5.44935
H: 0.01362 10.07234 6.63964
H: 0.91532 8.34605 5.48077
H: 0.87226 6.10563 4.46074
H: -2.29679 7.33388 1.87692
H: -2.26028 9.57256 2.88887
H: -2.16874 5.32622 1.03813
H: -3.20355 3.77898 -0.56893
H: -4.20200 1.91203 -1.87601
H: -3.30389 -0.38929 -1.53445
H: 1.85677 -1.66399 1.94522
H: 2.80292 -0.07721 3.62211
H: 1.86868 2.24689 3.71242
O: -0.17328 -1.54690 -2.05473
C: -0.11845 -1.86342 -3.44969
C: 0.84988 -3.12404 -3.59712
O: 1.20356 -3.36122 -4.75877
O: 1.10628 -3.70309 -2.52129
C: -1.46778 -2.31505 -3.98148
C: -2.49575 -2.65792 -3.11214
C: -3.71444 -3.12937 -3.59461
C: -3.91298 -3.27386 -4.95810
C: -2.87770 -2.95702 -5.83420
C: -1.66850 -2.48060 -5.35269
C: 0.47064 -0.64852 -4.15308
C: -0.32649 0.32816 -4.73741
C: 0.23389 1.49316 -5.25683
C: 1.60418 1.69233 -5.19376
C: 2.40906 0.72126 -4.60436
C: 1.84691 -0.43489 -4.08969
H: -0.74513 -0.78405 -1.90451
H: -2.33223 -2.59707 -2.04348
H: -4.50117 -3.38791 -2.89521
H: -4.85766 -3.64637 -5.33635
H: -3.01172 -3.09093 -6.90185
H: -0.85480 -2.25849 -6.03166
H: -1.39990 0.18218 -4.78213
H: -0.40490 2.24417 -5.70738
H: 2.04420 2.59827 -5.59450
H: 3.48156 0.86553 -4.54999
H: 2.47446 -1.18826 -3.62869
N: 0.90747 -5.55074 0.48841
C: 2.06144 -4.88102 0.33366
N: 2.17362 -3.58600 0.25220
C: 3.49145 -3.20960 0.06898
C: 3.93261 -1.90272 -0.12615
C: 5.28643 -1.66532 -0.30245
C: 6.20959 -2.71089 -0.28031
C: 5.78118 -4.01897 -0.10118
C: 4.42627 -4.25326 0.06677
S: 3.58799 -5.76677 0.25779
H: -0.00926 -5.09118 0.32091
H: 0.92354 -6.55099 0.41124
H: 3.20821 -1.09792 -0.15187
H: 5.63222 -0.65065 -0.45863
H: 7.26431 -2.50493 -0.41375
H: 6.48981 -4.83791 -0.09084
N: 0.60991 -3.87730 3.19496
C: 1.49938 -3.51507 3.84139
C: 2.60484 -3.08934 4.62666
C: 3.85145 -3.76416 4.51996
N: 4.86432 -4.31779 4.43599
C: 2.48571 -1.99447 5.51289
N: 2.39622 -1.09904 6.24363

Its net charge is -2. The total energy is -5617.5249 a.u. The spin multiplicity is 1. The value obtained for the gap between HOMO and LUMO is 5.6 eV. The highest occupied orbital energy is -0.106 Eh.

Here are the Löwdin charges for atoms 1 to 6, given in e: 0.23 0.63 -0.70 -0.18 -0.71 0.66



For reference, relative energy (zero: lowest compared OMol25 entry of this formula, charge and spin) by record: 0.0, 23.4 kcal per mole.